1.
This record from OMol25 describes C19H18ClN3O3S2 in the gas phase in a non-equilibrium geometry. The level of theory is ωB97M-V/def2-TZVPD.

Summary:
total charge: 0
energy: -64801.570 eV
orbital gap: 8.93 eV
2S+1: 1
E_HOMO: -8.648 eV
relative energy (zero: lowest compared OMol25 entry of this formula, charge and spin): 0.0000 eV
strongest force on any atom: 1.12 eV/Å

Each line ends with the Mulliken charge.
Cartesian coordinates (Å):
1 Cl 7.01 1.69 -3.75  -0.2399
2 S -2.19 -2.27 1.38  -0.3334
3 S -4.94 -3.82 4.19  1.0866
4 O -4.84 -3.92 5.62  -0.6557
5 O -5.79 -4.75 3.51  -0.6321
6 O 2.92 3.49 -0.27  -0.6474
7 N -4.22 -0.75 1.99  -0.8019
8 N -2.46 0.49 1.28  -0.2022
9 N 3.25 1.60 -1.46  -0.1651
10 C -1.21 0.87 0.81  2.0627
11 C -3.03 -0.70 1.57  0.4153
12 C -3.30 -3.81 3.40  -0.8562
13 C 4.49 2.04 -2.05  -1.1361
14 C 4.16 2.85 -6.26  -0.3688
15 C 1.25 1.81 -0.14  0.3306
16 C 4.38 2.31 -3.53  0.2996
17 C -4.75 -2.05 2.26  0.0304
18 C 3.17 2.73 -4.08  -0.0903
19 C 0.24 2.70 0.22  -1.1131
20 C -0.98 2.24 0.68  -0.5141
21 C 1.02 0.45 -0.01  -1.2466
22 C -5.33 -2.13 3.66  -0.8414
23 C 5.37 2.44 -5.73  -0.5799
24 C 3.06 3.00 -5.44  -0.8035
25 C 5.47 2.18 -4.38  0.4880
26 C -3.62 -3.14 2.08  0.0082
27 C -0.19 -0.02 0.46  -0.5706
28 C 2.54 2.39 -0.62  0.4966
29 H 6.24 2.33 -6.37  0.4102
30 H 4.77 2.96 -1.53  0.3538
31 H -0.34 -1.08 0.56  0.1630
32 H -2.65 -3.21 4.03  0.3877
33 H 0.42 3.76 0.13  0.4263
34 H 2.32 2.86 -3.44  0.3522
35 H -1.75 2.94 0.95  0.3306
36 H -4.82 -1.45 4.35  0.3884
37 H -2.91 -4.81 3.29  0.4402
38 H -3.94 -3.89 1.35  0.4956
39 H 2.11 3.32 -5.84  0.3754
40 H 2.85 0.75 -1.81  0.2765
41 H -3.09 1.26 1.45  0.2009
42 H -6.40 -1.96 3.69  0.3770
43 H -5.54 -2.26 1.53  0.2851
44 H 1.79 -0.27 -0.24  0.4418
45 H 5.26 1.28 -1.87  0.5063
46 H 4.08 3.05 -7.32  0.3690

---

2.
This record from OMol25 describes a molecular structure, C19H18CuN6S. The level of theory is ωB97M-V/def2-TZVPD.

Summary:
total charge: 0
energy: -84411.169 eV
orbital gap (alpha / beta): 7.27 / 7.29 eV
2S+1: 2
E_HOMO (alpha / beta): -7.597 / -7.586 eV
relative energy (zero: lowest compared OMol25 entry of this formula, charge and spin): 0.0000 eV
strongest force on any atom: 0.59 eV/Å

Each line ends with the Mulliken charge.
Cartesian coordinates (Å):
1 Cu 1.26 0.10 -0.74  -0.9878
2 S 1.60 -0.30 -2.96  -0.5238
3 N -0.27 0.89 0.45  0.4944
4 N 2.10 1.80 -0.37  0.5749
5 N 0.21 -2.23 -4.12  -0.3972
6 N 1.94 -0.74 1.37  -0.1802
7 N 0.69 -1.84 -0.73  1.4532
8 N 0.25 -2.43 -1.87  -1.3575
9 C -4.84 -0.17 -0.92  -0.5312
10 C 2.46 -0.12 2.42  -0.0348
11 C 0.63 -1.75 -2.94  0.6342
12 C 1.64 -1.78 3.92  -0.2931
13 C 1.25 -1.87 1.56  0.8288
14 C 1.99 3.78 0.73  -0.9711
15 C 3.19 3.74 0.02  -0.6829
16 C -2.54 0.19 -0.26  0.6335
17 C 0.69 -2.50 0.36  -0.5917
18 C 2.34 -0.60 3.72  -0.7956
19 C -4.47 -0.12 -2.26  -0.4286
20 C -3.88 -0.01 0.07  -0.5575
21 C -3.14 0.09 -2.59  -0.8089
22 C 0.08 2.05 0.88  0.4058
23 C 1.08 -2.43 2.82  -0.8578
24 C -2.18 0.24 -1.60  0.0880
25 C -1.53 0.31 0.86  -1.4419
26 C 3.21 2.50 -0.64  -0.3239
27 C 1.34 2.58 0.48  -0.2556
28 H 0.31 -3.52 0.39  0.3791
29 H -5.22 -0.24 -3.03  0.3766
30 H -4.18 -0.04 1.11  0.3854
31 H 0.58 -1.84 -4.97  0.2164
32 H -0.56 2.62 1.55  0.3676
33 H 2.99 0.80 2.21  0.3845
34 H 2.79 -0.07 4.54  0.4102
35 H 1.52 -2.19 4.91  0.4248
36 H 0.52 -3.35 2.94  0.3990
37 H -5.88 -0.32 -0.64  0.3688
38 H -1.33 -0.69 1.25  0.2779
39 H 3.95 4.49 -0.03  0.4392
40 H -2.84 0.13 -3.63  0.4007
41 H 3.97 2.10 -1.29  0.4532
42 H 1.63 4.59 1.36  0.4691
43 H -0.23 -3.14 -4.14  0.2469
44 H -1.15 0.42 -1.88  0.3976
45 H -1.97 0.88 1.69  0.5113

---

3.
This record from OMol25 describes 2 unconnected molecules or ions with the total composition C19H18F3. The level of theory is ωB97M-V/def2-TZVPD.

Summary:
total charge: +1
energy: -28138.955 eV
orbital gap: 5.78 eV
2S+1: 1
E_HOMO: -12.068 eV
relative energy (zero: lowest compared OMol25 entry of this formula, charge and spin): 0.2315 eV
strongest force on any atom: 0.96 eV/Å

Each line ends with the Mulliken charge.
Cartesian coordinates (Å):
1 F -2.77 -5.02 2.15  -0.2383
2 F -0.75 -5.90 1.93  -0.2398
3 F -1.14 -4.40 3.51  -0.2184
4 C 2.37 -0.60 -1.95  -0.0461
5 C 1.33 3.34 0.87  -0.7697
6 C -1.06 -3.68 1.30  0.2782
7 C -1.72 2.72 2.25  -0.0629
8 C -1.14 3.09 0.92  0.1762
9 C 1.08 -0.02 -1.97  1.0126
10 C -0.06 -0.50 -1.28  -0.2308
11 C 1.98 1.69 -3.44  -0.8178
12 C 0.22 -3.63 0.78  -1.1743
13 C 3.22 1.10 -3.41  -0.3033
14 C -1.97 -2.70 0.98  -0.8621
15 C -1.62 -1.68 0.13  -0.7847
16 C 3.41 -0.05 -2.66  -1.0096
17 C -1.45 -4.79 2.26  0.8668
18 C 0.59 -2.62 -0.07  -0.2390
19 C -0.32 -1.60 -0.42  1.2439
20 C 0.93 1.15 -2.74  -0.3983
21 C -3.01 2.55 2.44  -0.8789
22 C 0.13 3.87 1.03  -0.1995
23 H 4.04 1.52 -3.96  0.4328
24 H 1.83 2.59 -4.02  0.4255
25 H -0.03 1.63 -2.78  0.3970
26 H 1.44 2.30 0.62  0.2127
27 H -1.02 2.57 3.06  0.3440
28 H -2.97 -2.76 1.39  0.4728
29 H -0.93 0.12 -1.44  0.3034
30 H 0.05 4.91 1.33  0.3338
31 H 1.58 -2.64 -0.47  0.3866
32 H 2.57 -1.48 -1.37  0.3577
33 H 2.22 3.91 0.99  0.2882
34 H -3.40 2.28 3.40  0.2848
35 H -1.88 3.66 0.35  0.3601
36 H 4.38 -0.51 -2.63  0.4373
37 H -2.35 -0.92 -0.12  0.4090
38 H 0.91 -4.41 1.05  0.4777
39 H -0.96 2.18 0.33  -0.2911
40 H -3.71 2.69 1.65  0.2634

---

4.
This record from OMol25 describes a molecular structure, C19H18F5GeNO4PdSSe in a non-equilibrium geometry. The level of theory is ωB97M-V/def2-TZVPD.

Summary:
total charge: 0
energy: -179434.648 eV
orbital gap (alpha / beta): 5.82 / 5.91 eV
2S+1: 1
E_HOMO (alpha / beta): -7.998 / -8.061 eV
relative energy (zero: lowest compared OMol25 entry of this formula, charge and spin): 2.2624 eV
strongest force on any atom: 4.48 eV/Å

Each line ends with the Mulliken charge.
Cartesian coordinates (Å):
1 Pd 0.28 0.51 0.33  -0.1181
2 Se 2.86 -0.42 0.69  -0.2062
3 Ge 0.28 2.92 -1.26  0.8869
4 S 0.60 -0.92 -3.11  0.6726
5 F 3.46 -2.49 -1.43  -0.4148
6 F 6.12 0.14 -4.32  -0.3123
7 F 5.54 2.34 -2.81  -0.3412
8 F 3.98 2.08 -0.58  -0.3881
9 F 5.01 -2.28 -3.67  -0.3305
10 O -0.22 0.13 -3.66  -0.6040
11 O 1.95 -1.00 -3.58  -0.5544
12 O -0.62 -1.63 0.25  -0.7801
13 O -0.81 0.95 2.48  -0.3753
14 N 0.58 -0.83 -1.46  0.2868
15 C -0.26 -1.71 -0.94  0.8885
16 C -1.63 -4.26 -3.99  -0.5356
17 C -1.22 1.76 -0.81  -0.8458
18 C -0.77 -3.20 -4.26  -0.7363
19 C 0.57 -0.88 3.29  -1.2058
20 C 4.27 1.01 -1.34  -0.0232
21 C 1.26 3.32 0.45  -1.2379
22 C 5.32 0.03 -3.26  0.5268
23 C 1.49 2.32 -2.71  -0.4380
24 C 4.77 -1.21 -2.92  0.4599
25 C 0.24 0.33 2.47  0.8729
26 C -1.57 -3.81 -1.63  -0.6116
27 C 3.76 -0.22 -0.94  -0.0691
28 C -2.02 -4.57 -2.70  -0.5257
29 C -0.33 -2.45 -3.19  0.2810
30 C 5.04 1.15 -2.48  0.4229
31 C 4.00 -1.32 -1.77  0.3692
32 C -0.74 -2.73 -1.89  0.1488
33 C -0.43 4.69 -1.90  -1.2501
34 H -2.01 -4.85 -4.81  0.4128
35 H 0.41 5.34 -2.12  0.3703
36 H 1.64 -0.91 3.52  0.3364
37 H -0.01 -0.90 4.21  0.3811
38 H 0.33 -1.76 2.68  0.2753
39 H -0.48 -2.95 -5.27  0.4838
40 H 1.79 2.43 0.83  0.3356
41 H -1.06 5.17 -1.15  0.3702
42 H 0.56 3.66 1.20  0.3867
43 H 0.93 2.34 -3.64  0.4184
44 H 1.85 1.31 -2.57  -0.5487
45 H 2.01 4.10 0.29  0.3844
46 H -1.67 1.15 -1.59  0.3654
47 H -1.92 2.08 -0.03  0.3922
48 H 2.32 3.01 -2.79  0.4560
49 H -2.70 -5.39 -2.53  0.4023
50 H -1.86 -4.02 -0.61  0.4879
51 H -1.02 4.55 -2.80  0.3780

---

5.
This record from OMol25 describes a molecular structure, C19H18F9N4NiP. The level of theory is ωB97M-V/def2-TZVPD.

Summary:
total charge: +1
energy: -100746.105 eV
orbital gap (alpha / beta): 7.93 / 9.81 eV
2S+1: 2
E_HOMO (alpha / beta): -12.960 / -12.967 eV
strongest force on any atom: 0.62 eV/Å

Each line ends with the Mulliken charge.
Cartesian coordinates (Å):
1 Ni 0.08 0.15 -0.08  0.5848
2 P 3.59 0.62 -1.19  1.5042
3 F 3.33 2.20 -1.08  -0.3757
4 F -0.36 -0.01 -2.81  -0.1759
5 F -0.61 2.01 -2.19  -0.1737
6 F 3.39 0.71 -2.76  -0.3441
7 F 3.54 0.52 0.41  -0.3334
8 F 1.79 0.40 -1.12  -0.9208
9 F 5.15 0.80 -1.24  -0.2881
10 F -2.14 0.57 -1.71  -0.2385
11 F 3.66 -0.98 -1.29  -0.3725
12 N -0.67 -1.67 -0.60  0.4397
13 N -0.16 2.15 0.41  0.6978
14 N 1.05 -0.98 1.46  0.6660
15 N -1.37 0.06 1.48  0.8665
16 C -1.70 -2.06 0.17  0.8807
17 C -0.84 0.77 -1.87  0.4566
18 C -1.49 3.70 1.63  -1.0535
19 C -2.13 -1.20 1.34  -1.5857
20 C 2.88 -2.21 2.37  -1.0860
21 C 2.15 -1.74 1.30  -0.1382
22 C -0.61 0.12 2.75  -1.3229
23 C 2.47 -1.89 3.65  -0.3803
24 C 0.49 4.44 0.52  -0.9535
25 C -0.60 4.72 1.31  -0.4443
26 C -0.81 -3.70 -1.84  -0.9419
27 C 0.68 3.14 0.08  -0.5754
28 C -2.35 -3.26 -0.07  -1.0406
29 C -0.23 -2.48 -1.57  -0.3448
30 C 0.64 -0.71 2.69  0.6139
31 C -1.91 -4.09 -1.09  -0.3649
32 C 1.31 -1.14 3.82  -1.1725
33 C -1.24 2.43 1.16  0.8006
34 C -2.18 1.28 1.39  -1.1905
35 H -0.78 5.73 1.67  0.4294
36 H 3.77 -2.79 2.19  0.4796
37 H 1.21 5.20 0.24  0.5030
38 H -0.42 -4.32 -2.63  0.4679
39 H -2.79 1.44 2.28  0.4826
40 H -2.86 1.18 0.53  0.5520
41 H 0.63 -2.12 -2.13  0.5297
42 H 3.03 -2.22 4.51  0.4385
43 H 0.94 -0.89 4.81  0.5222
44 H -2.37 3.89 2.24  0.5123
45 H -2.41 -5.02 -1.28  0.4297
46 H -3.19 -3.55 0.56  0.5260
47 H 2.44 -1.95 0.28  0.5122
48 H 1.53 2.86 -0.53  0.7363
49 H -2.01 -1.79 2.25  0.4435
50 H -1.25 -0.18 3.59  0.6113
51 H -0.33 1.16 2.92  0.4956
52 H -3.20 -0.99 1.24  0.6350

---

6.
This record from OMol25 describes 3 unconnected molecules or ions with the total composition C19H18N2O4 in a non-equilibrium geometry. The level of theory is ωB97M-V/def2-TZVPD.

Summary:
total charge: 0
energy: -31150.371 eV
orbital gap: 8.05 eV
2S+1: 1
E_HOMO: -8.487 eV
relative energy (zero: lowest compared OMol25 entry of this formula, charge and spin): 16.4842 eV
strongest force on any atom: 15.79 eV/Å

Each line ends with the Mulliken charge.
Cartesian coordinates (Å):
1 O -0.78 1.36 -3.47  -0.4208
2 O -2.19 3.77 -1.29  -0.5731
3 O 2.81 -3.71 -0.16  -0.5662
4 O 1.52 -2.07 -1.12  -0.3365
5 N 0.39 1.71 1.35  -0.4911
6 N -0.07 3.13 -1.44  -0.2336
7 C -0.64 -1.40 -0.02  0.5406
8 C -1.25 -2.31 1.99  -0.2545
9 C 1.80 -3.05 -0.18  0.1649
10 C -0.39 -2.32 1.04  1.1495
11 C -1.55 -0.50 -0.33  0.0581
12 C 0.34 -0.59 -2.29  -2.3649
13 C 1.24 2.32 0.53  0.8677
14 C 0.54 3.54 -0.28  -2.2977
15 C -0.56 0.54 -2.26  1.2834
16 C 2.67 0.38 0.40  -0.4477
17 C -1.84 0.40 -1.33  -1.1673
18 C 0.67 -3.08 1.15  -1.7307
19 C 0.27 -1.48 -1.23  0.3958
20 C -1.37 3.12 -1.79  0.4389
21 C -1.63 2.47 -3.14  -0.4947
22 C 2.35 1.55 -0.16  -0.7484
23 C 2.00 0.02 1.68  -0.1204
24 C -1.27 -3.34 3.15  -1.7073
25 C 0.89 0.63 2.20  -0.6878
26 H 1.13 4.27 -0.11  0.8929
27 H 2.69 2.00 -1.00  0.7184
28 H -0.16 3.84 0.23  0.9278
29 H -1.98 -3.31 3.81  0.5348
30 H 3.67 -0.05 0.19  0.4296
31 H 2.42 -0.92 2.20  0.2806
32 H -2.63 2.25 -3.27  0.3977
33 H -1.56 -1.46 2.52  0.5123
34 H 0.76 2.54 -2.41  0.4458
35 H 0.21 0.29 2.83  0.6342
36 H -0.29 -3.01 3.57  0.3563
37 H -1.17 3.07 -4.10  0.2847
38 H 0.81 -3.69 1.82  1.1957
39 H -2.61 -2.77 1.69  0.2556
40 H 0.95 -0.58 -2.93  1.1225
41 H -1.19 -4.31 2.58  0.3101
42 H -2.60 1.10 -1.22  0.5191
43 H -2.38 -0.37 0.61  -0.0741